62
Properties=species:S:1:pos:R:3:forces:R:3 method="wB97M-V/def2-TZVPD" max_force_ev_per_a=0.467 total_energy_ha=-5191.3614 e_homo_ev=-14.07 e_lumo_ev=-6.870 relative_energy_ev=0.1610 total_charge=+2
Ir -0.5328 0.7240 -1.5589 0.227 -0.190 0.361
N -1.2716 2.8472 0.8973 0.064 -0.105 -0.004
C -0.0858 3.1082 0.2570 -0.100 0.008 0.003
C 0.6474 4.2351 0.6548 -0.006 0.020 0.021
C 1.8222 4.5410 0.0227 0.012 -0.012 -0.024
C 2.2769 3.7172 -1.0146 -0.008 0.020 0.025
C 1.5226 2.6339 -1.3523 -0.007 0.008 -0.003
N 0.3524 2.3235 -0.7286 0.051 0.061 0.023
C -2.1195 1.7657 0.8106 0.027 0.098 -0.028
C -3.1784 1.6808 1.7204 -0.006 0.021 0.015
C -4.0762 0.6499 1.6217 -0.005 -0.021 -0.016
C -3.9175 -0.3019 0.6104 -0.007 0.016 0.034
C -2.8538 -0.1731 -0.2331 0.007 0.025 0.005
N -1.9564 0.8442 -0.1394 -0.046 -0.052 0.021
H -1.5140 3.5103 1.6168 0.009 -0.006 0.013
H 0.2661 4.8528 1.4569 -0.002 0.000 -0.003
H 2.3885 5.4128 0.3214 -0.001 -0.001 0.001
H 3.1926 3.9233 -1.5483 -0.001 -0.002 -0.001
H 1.8204 1.9587 -2.1466 -0.016 -0.009 -0.001
H -3.2779 2.4385 2.4859 0.003 0.001 -0.003
H -4.9016 0.5827 2.3174 0.000 -0.003 -0.001
H -4.6050 -1.1248 0.4849 0.000 0.001 0.000
H -2.6705 -0.8882 -1.0260 0.011 0.009 -0.005
Cl -2.7197 1.6864 -5.9005 0.008 0.011 -0.004
C -1.3387 0.7110 -5.4565 0.011 -0.017 0.005
Cl 0.1633 1.3916 -6.1182 0.002 0.000 -0.001
Cl -1.5492 -0.9564 -5.9699 -0.006 0.010 0.023
C -1.1166 0.7596 -3.9474 -0.070 0.095 -0.112
O -1.5652 1.6760 -3.2310 0.065 -0.122 -0.018
O -0.3853 -0.1580 -3.3832 0.028 -0.075 -0.099
C 5.0604 -1.9117 -1.2480 0.001 0.000 -0.002
C 4.0560 -2.8613 -1.3642 -0.010 -0.011 -0.004
C 2.7490 -2.5403 -1.0251 0.028 0.013 0.005
C 2.4665 -1.2574 -0.5710 -0.003 0.029 -0.037
C 3.4695 -0.2981 -0.4519 -0.003 -0.016 -0.007
C 4.7708 -0.6327 -0.7885 -0.004 0.011 0.005
As 0.6776 -0.7936 -0.1034 -0.315 0.162 -0.206
C 0.4866 -0.3157 1.7369 0.050 0.040 -0.028
C 1.0507 0.7505 2.4189 -0.014 -0.024 -0.001
C 0.7316 0.9311 3.7584 -0.005 -0.009 0.011
C -0.1406 0.0492 4.3877 0.011 0.010 -0.008
C -0.6943 -1.0220 3.6995 -0.012 -0.021 0.005
C -0.3831 -1.2191 2.3594 -0.002 -0.007 -0.018
C -0.8874 -2.3210 1.5008 0.001 0.025 0.039
C -1.7733 -3.3154 1.8952 -0.004 -0.016 0.004
C -2.1907 -4.2713 0.9780 0.014 0.015 -0.009
C -1.7394 -4.2469 -0.3375 -0.002 -0.009 0.020
C -0.8515 -3.2613 -0.7482 -0.006 0.007 -0.015
C -0.4289 -2.3203 0.1783 0.024 0.001 0.004
H 6.0770 -2.1702 -1.5114 0.000 0.001 0.003
H 4.2880 -3.8578 -1.7144 0.005 0.002 0.000
H 1.9718 -3.2896 -1.1009 0.001 0.001 0.001
H 3.2495 0.6966 -0.0802 0.003 0.007 0.002
H 5.5601 0.0998 -0.6869 0.004 -0.005 -0.002
H 1.7485 1.4219 1.9307 -0.001 0.005 0.009
H 1.1759 1.7436 4.3177 0.000 -0.003 0.002
H -0.3768 0.1874 5.4343 0.000 0.002 0.000
H -1.3530 -1.7063 4.2180 0.000 0.003 0.000
H -2.1381 -3.3562 2.9132 -0.004 -0.003 -0.002
H -2.8745 -5.0481 1.2930 -0.001 0.002 -0.001
H -2.0737 -4.9990 -1.0390 0.001 -0.002 0.002
H -0.5011 -3.2369 -1.7736 -0.001 0.004 0.002